No. 1
Formula: C3H4O3
Source: the Open Molecules 2025 dataset
Level of theory: the ωB97M-V functional and the def2-TZVPD basis

## Properties
E_LUMO (spin up / spin down) ... 0.42 / 0.42 eV
Largest force on an atom ... 4.56 eV/A
Kohn-Sham gap (spin up / spin down) ... 7.8 / 7.8 eV

ORCA input file:
```
! RIJCOSX wB97M-V def2-TZVPD def2/J DEFGRID3
* xyz 0 1
C -2.0392 -0.0308 -0.0841
C 1.5620 0.2885 0.0930
C -0.9877 0.7636 -0.6198
O -1.8454 1.3593 0.1641
O 0.4680 0.9103 0.1611
O 2.7069 0.9344 -0.0957
H -2.8281 -0.4377 -0.8112
H -1.7177 -0.6389 0.6908
H 1.7496 -0.7891 0.1352
H 2.5832 1.9226 -0.3364
*
```

No. 2
Formula: C6H13NO2P
Source: the Open Molecules 2025 dataset
Level of theory: the ωB97M-V functional and the def2-TZVPD basis

## Properties
E_LUMO ... 3.86 eV
Largest force on an atom ... 4.32 eV/A
Kohn-Sham gap ... 7.1 eV

ORCA input file:
```
! RIJCOSX wB97M-V def2-TZVPD def2/J DEFGRID3
* xyz -1 1
C -0.2212 -0.4508 -0.1722
C 3.0893 1.3665 -0.4348
C 1.9891 -1.5525 0.2439
C -3.7291 -0.4980 -0.8632
C 1.8882 0.9420 0.2999
C 1.0739 -0.3397 0.0748
N -2.2012 0.0521 1.8576
O -1.0933 0.7457 -0.4353
O -1.0046 -1.4737 -0.2418
P -2.4339 0.2630 0.2970
H 3.4427 2.3936 -0.1750
H 2.9707 1.4494 -1.5037
H 4.0903 0.7556 -0.3620
H 1.1522 -2.2468 0.6431
H 2.5756 -1.9339 -0.7101
H 2.7349 -1.2582 0.9903
H -3.6707 0.1128 -1.8655
H -4.6036 -0.3758 -0.2353
H -3.4677 -1.5584 -1.0346
H 1.1692 1.6951 -0.0183
H 2.0788 1.1179 1.3915
H -2.7850 -0.7117 2.2525
H -3.0445 1.5059 0.0014
*
```

For reference, relative energy (zero: lowest compared OMol25 entry of this formula, charge and spin) by record: 136.9 71.9 kcal/mol.